The following is a DFT calculation (ωB97M-V with the def2-TZVPD basis set) of one molecule with the formula C27H23N5O4.

Output
**SMILES**: O=C(Nc1ccc2c(=O)cc(-c3nnn[nH]3)oc2c1)c1ccc(OCCCCc2ccccc2)cc1
**Gap between HOMO and LUMO**: 0.3124 hartree
**E_HOMO**: -0.3327 Ha
**LUMO level**: -0.551 eV

ORCA input file:
```
! RIJCOSX wB97M-V def2-TZVPD def2/J DEFGRID3
* xyz 0 1
O -0.4628 1.1095 0.8261
O -1.4683 -4.5109 3.6705
O 2.6147 -1.2265 -0.1399
O -2.2098 4.0069 3.1315
N 1.4165 3.7543 -0.7034
N 1.7846 1.6271 -0.6813
N -2.2084 -2.4050 3.4731
N 2.4385 3.4528 -1.4817
N 2.6763 2.2075 -1.4809
C -1.6901 2.0731 -2.0034
C -0.3796 0.4998 -3.2762
C 0.7513 -1.6321 -2.5587
C -1.3794 0.7702 -2.3481
C -1.2685 -3.3923 3.2573
C -0.0995 2.4085 0.7354
C -1.8886 1.6982 2.6891
C -0.0675 -0.9238 -3.6462
C 0.0044 2.8685 -3.4963
C -0.0718 -2.9799 2.4720
C -1.6522 3.1393 2.4865
C -2.6658 1.2236 3.7508
C 0.3126 1.5631 -3.8402
C -1.5451 -0.5992 1.9893
C -2.1796 -1.0563 3.1362
C 1.6709 -1.4028 1.9842
C -0.9994 3.1270 -2.5789
C -2.7805 -0.1231 3.9956
C 0.9876 2.6154 -0.1959
C 3.0329 -1.7472 -1.3968
C -1.3166 0.7622 1.8250
C 1.1084 -3.0943 0.3730
C 1.8100 -1.9385 0.6988
C -0.6441 3.4052 1.4629
C 0.1735 -3.6041 1.2569
C 0.7422 -1.9164 2.8616
C 2.2173 -1.2022 -2.5733
H -1.1661 -1.2708 1.2402
H 0.3030 -1.4075 -1.5878
H 3.0238 -2.8402 -1.3838
H 1.8168 0.6349 -0.4718
H -2.4783 2.2691 -1.2897
H 1.0952 1.3704 -4.5601
H 0.5550 3.6852 -3.9377
H 0.6915 -2.7115 -2.7183
H 1.2447 -3.5848 -0.5767
H -1.9277 -0.0484 -1.9016
H 4.0701 -1.4132 -1.5026
H 2.6900 -1.5606 -3.4899
H -0.4105 -4.4686 0.9801
H -3.1288 1.9527 4.3977
H 2.2847 -0.1132 -2.5767
H 2.2819 -0.5567 2.2580
H -3.3219 -0.4733 4.8617
H -2.9429 -2.6880 4.1128
H -1.2360 4.1443 -2.3075
H -0.3079 4.4174 1.3107
H -1.0064 -1.4656 -3.7814
H 0.4804 -0.9549 -4.5894
H 0.6253 -1.4742 3.8396
*
```